Computed, not measured: the molecule C19H26N4O3, with wB97M-V/def2-TZVPD.

Summary:
* E: -1184.36809 hartree
* HOMO: -8.8 eV
* Kohn-Sham gap: 9.568 eV
* LUMO level: 0.030 Ha
* ΔE to the lowest compared entry with this formula, charge and spin: 2.265 eV
* F_max: 1.49 eV Å⁻¹
* SMILES: O=C(CCc1nnc(C2CCCCC2)o1)NCCCOc1cccnc1

```
52
C19H26N4O3 wB97M-V/def2-TZVPD
C -3.246 1.279 -1.913
N -0.561 -1.210 2.134
C -0.123 2.071 2.732
H -3.403 -1.431 1.769
H -2.275 2.036 2.669
H 5.166 0.508 -1.952
O 0.143 -2.486 0.506
C 2.250 -1.346 -0.077
H -1.223 0.492 -1.735
O -2.674 2.386 0.203
C -1.418 2.318 0.729
C -2.051 -3.087 1.457
H 3.039 0.229 1.129
H 5.413 -0.067 0.457
C -3.097 -1.734 -0.355
H -0.047 1.919 3.795
N -2.475 -0.537 -0.427
C 4.281 0.370 -1.327
C -0.211 2.422 0.043
H -0.158 2.560 -1.029
C 1.016 2.196 1.948
C -1.353 2.130 2.114
C 3.155 -0.249 -2.147
C -0.831 -2.246 1.410
O -3.429 -2.369 -1.333
C -2.879 2.577 -1.183
C -3.281 -2.254 1.065
H -4.165 -2.892 1.086
H 2.004 2.160 2.382
H -3.304 1.504 -2.979
N 0.632 -0.733 1.715
H -3.720 3.275 -1.260
H -2.009 3.045 -1.651
H 1.111 -0.892 -1.861
H 3.479 -1.213 -2.548
H 2.537 -2.338 -0.442
H 2.907 0.397 -2.991
C 1.919 -0.445 -1.277
H 1.588 0.522 -0.895
H 3.625 -1.372 1.586
H -2.404 -0.630 -2.460
H 4.978 -1.488 -0.495
C -2.255 0.131 -1.689
C 1.031 -1.495 0.753
H -1.928 -3.918 0.761
H -2.182 -3.476 2.468
C 4.617 -0.521 -0.136
C 3.385 -0.727 0.738
H 3.963 1.349 -0.965
H -4.231 0.944 -1.583
N 0.968 2.363 0.641
H -2.275 -0.026 0.419
```



Computed, not measured: the molecule C19H26N4O3S, with wB97M-V/def2-TZVPD.

Summary:
* E: -1582.54575 hartree
* HOMO: -8.1 eV
* Kohn-Sham gap: 8.744 eV
* LUMO level: 0.022 Ha
* ΔE to the lowest compared entry with this formula, charge and spin: 2.461 eV
* F_max: 1.20 eV Å⁻¹
* SMILES: CCN(CC)C(=O)CSc1nnc(-c2ccc(O)cc2)n1C[C@@H]1CCCO1

```
53
C19H26N4O3S wB97M-V/def2-TZVPD
H 3.555 4.651 1.309
H 3.681 0.672 -0.330
C 3.279 3.630 -0.630
N 0.516 -1.408 -1.487
H -3.515 -2.732 0.353
H -5.873 -3.005 -0.164
C 1.338 -0.763 -0.701
C 2.880 -2.616 -0.371
H -2.484 -1.589 -0.504
C 1.149 1.298 0.797
C -2.359 -1.450 1.641
C 5.035 -0.921 0.006
C 2.775 4.398 0.590
H -2.064 -0.405 1.710
H 0.188 3.103 0.115
H 2.133 0.997 1.159
H -1.464 -2.068 1.647
O -5.389 0.957 -0.590
C 2.013 2.889 -1.063
S -1.815 1.411 -0.368
N -0.655 -0.763 -1.513
H 2.034 -3.264 -0.535
H 3.671 4.286 -1.404
C -6.393 -2.100 0.145
H 5.890 -0.278 0.141
H -6.723 -1.566 -0.742
C -3.167 0.700 -1.369
H 4.061 2.931 -0.331
O 1.869 3.525 1.232
O 6.464 -2.770 0.329
C 4.129 -3.143 -0.123
H 2.221 1.929 -1.532
C 1.216 2.737 0.250
H -2.951 -1.692 2.520
H -5.169 -1.710 1.888
C 5.218 -2.299 0.076
H 2.258 5.318 0.279
H 6.459 -3.735 0.334
C -3.147 -1.701 0.354
C 3.783 -0.397 -0.243
H -6.013 -0.286 1.235
C -5.479 -1.202 0.973
H -2.730 -0.114 -1.943
H 0.455 1.296 1.645
C 2.684 -1.235 -0.419
H 1.444 3.492 -1.771
N -4.287 -0.820 0.230
H -3.501 1.497 -2.034
H 4.267 -4.215 -0.085
N 0.701 0.343 -0.177
C -4.373 0.287 -0.535
C -0.549 0.276 -0.726
H -7.265 -2.381 0.728
```



Computed, not measured: a structure of composition C19H27AlFN2O7, with wB97M-V/def2-TZVPD.

Summary:
* E: -1718.41479 hartree
* HOMO: -4.8 eV
* Kohn-Sham gap: 5.425 eV
* LUMO level: 0.021 Ha
* F_max: 1.11 eV Å⁻¹
* charge: -1

```
57
C19H27AlFN2O7 wB97M-V/def2-TZVPD
H 3.505 -0.167 4.389
O -3.135 0.494 5.119
H 2.411 -1.057 -5.421
H 1.048 -3.019 -4.499
O 1.516 -1.789 0.404
C 1.454 0.294 4.829
H 2.881 -1.559 -3.762
H -5.418 1.254 5.339
H 1.679 0.727 5.796
C 2.998 3.350 -3.733
C -5.494 -1.599 3.501
H -7.848 1.106 4.939
H 2.966 0.601 -0.841
H -8.771 -0.767 3.618
C -7.705 -0.705 3.797
O -0.574 -1.315 0.663
H -1.165 -0.333 2.783
O 4.011 4.250 -3.352
C 0.884 -0.784 2.371
H 2.994 -1.140 2.181
H -4.833 -2.352 3.099
C -0.154 -0.294 3.143
H 1.067 0.315 -3.107
H 5.146 -0.341 -1.172
H -7.264 -2.500 2.707
Al 3.459 1.379 -3.329
C 0.844 -1.952 -4.344
H -0.658 0.636 5.002
O 3.579 5.596 -3.655
C 2.482 -0.207 4.041
C -1.210 -2.233 -5.422
C -5.824 0.435 4.764
N 0.585 -1.341 1.043
H 1.363 0.863 -4.740
H 0.399 -1.831 -3.353
C 1.815 0.332 -3.903
H 3.493 5.586 -4.620
C 5.052 0.705 -0.897
H 2.111 3.578 -3.137
C 3.723 1.244 -1.292
O -2.844 -1.298 3.950
N -3.544 -0.441 4.454
F 5.205 0.697 0.535
H 5.876 1.284 -1.297
H 2.755 3.417 -4.802
H -1.104 -3.046 -6.146
C -4.996 -0.539 4.237
H 4.788 0.905 -4.132
H -2.041 -1.625 -5.769
C -6.860 -1.679 3.283
H 3.610 2.228 -0.836
H -1.471 -2.638 -4.445
C 0.139 0.248 4.384
O -0.044 -1.460 -5.330
C 2.108 -1.106 -4.380
C -7.188 0.348 4.539
C 2.199 -0.754 2.802
```



Computed, not measured: a structure of composition C19H27AuN5, with wB97M-V/def2-TZVPD.

Summary:
* 2S+1: 3
* E: -1149.40768 hartree
* HOMO (alpha / beta): -10.5 / -11.3 eV
* ⟨S²⟩: 2.056
* Kohn-Sham gap (alpha / beta): 8.549 / 7.335 eV
* LUMO level (alpha / beta): -0.071 / -0.144 Ha
* F_max: 0.28 eV Å⁻¹
* charge: +1

```
52
C19H27AuN5 wB97M-V/def2-TZVPD
H 3.547 0.123 1.594
H -0.490 2.480 -2.750
C -3.605 4.251 0.035
H 0.298 3.450 2.076
Au 0.683 0.392 -0.386
H -1.083 3.774 3.137
H 3.679 0.192 -0.654
H 3.272 -2.213 3.436
H 2.446 -2.345 -3.128
H 0.511 -0.749 -3.043
H -1.935 -2.904 -1.524
C 1.188 -2.746 3.542
N -0.075 2.190 -0.261
C -1.331 -1.991 -1.557
H -0.908 -3.165 3.298
N 0.959 -1.399 1.157
C -0.736 3.182 2.292
C -1.207 2.860 -0.177
H -2.240 -0.612 -0.341
C -0.029 -2.683 2.887
H -1.966 3.123 -3.487
C -0.107 -2.004 1.680
C -2.806 4.073 1.166
H -1.953 1.497 -2.815
H -1.688 -3.043 0.716
N 3.060 -0.533 -0.316
H 2.668 -2.545 -0.637
H -3.823 3.912 -2.077
H -0.737 2.129 2.587
C -2.016 3.065 -1.343
H 2.752 -0.612 -2.993
N -1.440 -1.225 -0.315
H 4.205 -1.466 1.218
C -3.203 3.751 -1.203
H -2.198 -1.618 1.588
H 4.133 -1.997 -1.434
C -1.427 -1.997 0.915
H -4.537 4.795 0.116
H 0.117 -3.100 -2.701
C 2.299 -2.152 2.966
C 3.107 -1.709 -1.185
N 0.910 -1.185 -2.219
C -1.576 2.515 -2.673
H 1.275 -3.269 4.485
C 2.145 -1.482 1.766
C 3.330 -0.818 1.084
C 2.329 -1.474 -2.475
H -3.123 4.480 2.118
H 0.555 -2.850 -1.011
C -1.612 3.397 1.093
C 0.108 -2.370 -1.884
H -1.727 -1.371 -2.365
```



Computed, not measured: a structure of composition C19H27CeN5O3, with wB97M-V/def2-TZVPD.

Summary:
* E: -1713.28442 hartree
* HOMO (alpha / beta): -19.4 / -19.4 eV
* Kohn-Sham gap (alpha / beta): 3.028 / 3.058 eV
* LUMO level (alpha / beta): -0.603 / -0.602 Ha
* F_max: 4.74 eV Å⁻¹
* charge: +4

```
55
C19H27CeN5O3 wB97M-V/def2-TZVPD
H 4.150 -3.161 1.054
H -0.255 -3.667 2.454
H 0.246 -0.897 -5.411
H -1.490 -1.389 -5.247
H -0.539 -1.915 2.236
H 4.569 -2.671 -0.626
C -1.128 -1.972 -0.193
N 1.475 -2.609 1.863
C -0.527 -0.842 -3.494
C -4.362 -0.510 2.748
H 2.364 -0.610 -1.510
H 4.095 -0.464 -1.110
C 1.748 -1.708 0.856
H -0.177 -2.504 -4.688
H 3.182 4.371 0.007
C -3.025 1.783 -2.486
C 0.173 -2.662 2.563
H -4.445 0.298 3.494
N -2.509 0.178 1.082
H 2.863 0.468 -0.216
N 2.986 -1.584 0.262
H 1.795 5.275 0.741
C 0.093 0.504 2.211
H 2.679 -4.330 1.545
H -5.288 -0.581 2.151
O 0.837 -0.893 0.427
C 2.378 4.337 0.761
C -3.666 1.938 -1.243
O -0.845 -3.095 -0.107
C -3.283 -0.183 1.854
H 5.053 -1.636 0.745
C 1.510 3.256 0.439
N -0.532 -0.294 -2.477
C -0.484 -1.452 -4.798
H 2.797 4.170 1.767
C -1.911 2.586 -2.810
H -3.424 1.077 -3.229
H -1.447 2.500 -3.803
C -3.195 2.896 -0.320
H -3.731 3.052 0.627
C -2.082 3.697 -0.641
H 0.355 -2.566 3.641
O 0.786 0.175 3.079
N 0.782 2.388 0.104
C 3.082 -0.488 -0.696
H 3.290 -3.164 2.800
C 2.389 -3.621 2.347
H -1.747 4.480 0.052
H 1.839 -4.176 3.128
H -4.142 -1.472 3.236
H -4.566 1.353 -1.009
Ce -0.913 0.898 -0.493
C 4.242 -2.315 0.382
H -0.608 4.208 -2.159
C -1.440 3.543 -1.889
```



Computed, not measured: a structure of composition C19H27Cl2N3STi, with wB97M-V/def2-TZVPD.

Summary:
* 2S+1: 3
* E: -3072.09932 hartree
* HOMO (alpha / beta): -13.1 / -13.7 eV
* ⟨S²⟩: 2.005
* Kohn-Sham gap (alpha / beta): 7.427 / 7.796 eV
* LUMO level (alpha / beta): -0.207 / -0.218 Ha
* ΔE to the lowest compared entry with this formula, charge and spin: 0.000 eV
* F_max: 0.14 eV Å⁻¹
* charge: +2

```
53
C19H27Cl2N3STi wB97M-V/def2-TZVPD
H -1.436 2.133 -3.444
H -3.273 -1.657 -2.607
C 1.057 1.210 -4.123
C 1.916 1.761 0.169
H -1.715 -2.711 -0.492
C 0.098 -0.312 2.143
C -1.199 -1.723 -3.224
H -0.870 1.612 2.347
C -0.094 -0.977 -3.623
C -1.369 -2.212 1.448
C -2.331 0.155 1.686
H -3.122 0.446 -0.158
C -1.096 0.553 2.504
C -0.176 -1.794 2.308
H 0.707 -2.375 2.025
Cl 4.350 -1.302 0.827
H -2.123 1.626 0.285
H 1.131 0.030 3.963
H -2.934 -1.588 2.759
C 4.205 1.266 1.575
C 3.613 2.518 1.659
C -2.400 -1.080 -2.884
H 0.831 -1.481 -3.873
C -0.142 0.427 -3.684
S 1.742 -0.797 -0.909
H -1.611 -3.244 1.710
H 0.402 -0.132 1.115
C 2.461 0.480 0.039
H 1.962 0.819 -3.658
H 4.066 3.296 2.257
H -1.132 -2.803 -3.193
H 1.615 1.036 2.723
Cl 0.432 2.132 -0.710
Ti -0.687 -0.198 -1.286
N -2.211 0.611 0.267
H 0.958 2.266 -3.876
H 1.971 3.744 0.986
C -1.361 1.055 -3.370
H 5.116 1.048 2.116
N 1.308 0.082 2.957
C 3.632 0.269 0.796
H -0.136 -2.638 -0.135
C 2.446 2.773 0.952
H -3.415 -1.613 1.084
H -3.188 0.662 2.135
N -1.023 -2.152 0.001
C -2.481 0.311 -2.993
H 2.098 -0.534 2.736
H -0.409 -2.027 3.352
H 1.173 1.128 -5.206
H -3.415 0.820 -2.785
C -2.590 -1.347 1.751
H -1.347 0.427 3.562
```



Computed, not measured: a cluster of 13 separate species, C19H27Cl36IO2P in total, with wB97M-V/def2-TZVPD.

Summary:
* E: -18096.40450 hartree
* HOMO: -4.5 eV
* Kohn-Sham gap: 5.923 eV
* LUMO level: 0.052 Ha
* ΔE to the lowest compared entry with this formula, charge and spin: 0.779 eV
* F_max: 3.04 eV Å⁻¹
* charge: -1

```
86
C19H27Cl36IO2P wB97M-V/def2-TZVPD
H -2.656 2.439 -1.204
Cl 7.797 -0.954 5.593
O -0.317 3.848 -1.659
C -4.565 -7.266 0.643
H -0.899 -5.307 3.955
H -4.109 -2.709 -5.733
C 5.072 -5.795 5.767
P -0.755 3.586 0.007
H -1.104 4.968 0.306
Cl -1.546 4.571 -6.316
C -2.937 -1.181 0.871
H 4.176 -6.236 6.181
Cl -8.485 -3.901 -2.063
Cl 6.325 -7.035 5.716
O -0.335 1.871 -0.124
Cl -5.011 -5.599 0.986
Cl 5.997 -1.777 3.474
H 5.976 -2.419 5.727
Cl 3.332 4.215 -1.770
H 0.632 3.917 0.329
Cl -3.203 6.788 -7.187
Cl 2.059 -1.379 0.078
C -0.087 2.677 -2.395
Cl -4.920 -7.673 -1.041
C -3.469 4.337 -0.574
Cl -2.859 -7.539 1.001
C -3.255 5.084 -1.881
C -1.700 0.999 -3.301
C -2.556 3.143 -0.382
Cl 0.620 -3.558 3.631
C -0.977 -4.301 3.566
Cl -2.790 -0.843 -5.152
H 0.721 2.824 -3.110
Cl -3.052 4.371 -8.791
H -0.165 2.272 5.260
H 1.348 1.755 -1.138
C 11.674 -2.570 4.551
C 3.512 -0.681 0.802
Cl -1.551 -4.406 1.900
C -1.223 2.275 -3.311
Cl 3.223 -0.219 2.472
H -6.513 -4.970 -2.726
Cl -4.087 -1.445 -7.702
Cl 3.652 7.093 -2.006
Cl -5.764 -3.339 -1.231
H -1.636 3.060 -3.938
Cl 4.702 -5.207 4.152
Cl -2.027 -3.219 -6.669
C 2.572 5.715 -2.279
Cl 1.958 3.195 4.918
Cl 2.090 5.639 -3.978
H -3.429 6.139 -1.720
H -0.937 3.314 1.410
Cl -1.896 -0.606 2.168
H -1.523 0.307 -4.135
I -4.571 4.426 -3.461
Cl -4.643 -1.088 1.346
C 0.279 1.605 -1.346
H 1.679 5.849 -1.680
H -2.921 2.610 0.494
Cl -6.531 -3.016 -4.016
H 4.294 -1.429 0.775
H -2.701 -2.219 0.687
Cl -2.631 -0.284 -0.613
H -3.439 5.032 0.259
Cl 12.313 -4.203 4.768
C 0.712 1.955 4.715
Cl 4.964 -0.311 5.753
H -4.493 3.962 -0.586
Cl 12.688 -1.648 3.439
Cl 1.263 0.418 5.424
H -5.154 -7.914 1.276
Cl 10.007 -2.615 3.992
H 11.694 -2.074 5.512
C -6.783 -3.941 -2.532
H -2.255 4.991 -2.282
C -3.354 -2.129 -6.245
H -3.857 4.619 -6.602
H -2.301 0.573 -2.509
H 0.241 0.572 -1.678
C 6.158 -1.487 5.205
C -3.021 5.032 -7.151
Cl 5.560 -4.462 6.823
Cl -2.124 -3.416 4.571
Cl 0.283 1.764 3.031
Cl 4.053 0.739 -0.092
```



Computed, not measured: a structure of composition C19H27F5N8O5PS2Sn, with wB97M-V/def2-TZVPD.

Summary:
* E: -3405.54447 hartree
* HOMO (alpha / beta): -11.5 / -11.5 eV
* Kohn-Sham gap (alpha / beta): 5.256 / 5.073 eV
* LUMO level (alpha / beta): -0.230 / -0.237 Ha
* ΔE to the lowest compared entry with this formula, charge and spin: 1.454 eV
* F_max: 1.21 eV Å⁻¹
* charge: +1

```
68
C19H27F5N8O5PS2Sn wB97M-V/def2-TZVPD
F -2.875 2.889 -5.068
H 2.375 1.323 3.813
C 5.798 -1.605 -2.046
O -0.963 -2.466 2.496
H 5.285 2.831 -1.424
H 4.123 1.250 3.701
O 1.850 0.308 -1.109
H 3.764 -0.228 1.864
C -3.330 4.724 -3.671
H 2.527 4.478 -3.742
H 7.577 -0.934 -0.939
N -0.747 3.950 3.341
C 6.668 -0.533 -1.383
C 4.473 3.578 -3.350
H 6.176 -1.930 -3.013
Sn -0.680 0.007 -0.399
O 0.342 -0.839 1.204
C 2.809 2.869 1.186
H 5.715 -0.569 0.557
F -1.631 5.932 -0.753
H 1.713 2.869 1.131
H -2.117 -0.213 3.051
N 3.364 1.566 0.760
C -1.818 0.793 2.785
H 1.867 1.626 -3.142
C -2.569 3.605 -3.999
H 1.358 3.073 -2.275
S -0.408 -2.223 1.197
C 4.433 -0.931 -2.167
H 4.354 -0.378 -3.109
N 4.413 0.010 -1.014
H 5.988 1.068 -0.025
C -1.929 5.173 -1.791
C 4.388 3.271 -1.855
C 2.371 2.532 -2.800
H 2.638 3.623 3.220
O -1.521 -1.823 0.185
H -1.262 4.177 4.180
F -4.356 5.048 -4.416
C -1.509 3.261 -3.202
H 6.951 0.230 -2.115
C -3.014 5.506 -2.562
H 2.070 0.210 1.806
N -1.551 1.759 3.657
S 0.167 3.610 -1.098
H 4.919 4.551 -3.544
H 4.132 4.169 -1.284
H 2.880 3.141 -4.825
C 5.731 0.059 -0.338
P 3.129 0.942 -0.726
F -3.750 6.565 -2.274
F -0.787 2.199 -3.520
H 5.072 2.819 -3.856
C 3.077 0.618 1.889
H 3.196 3.688 0.583
H 3.600 -1.628 -2.110
C 3.266 2.951 2.638
N -1.200 2.737 2.855
O 0.448 -3.217 0.621
H 4.288 3.328 2.669
H 5.724 -2.477 -1.394
C 3.219 1.493 3.146
N 3.269 2.315 -1.789
C 3.002 3.495 -3.804
C -1.149 4.033 -2.081
N -1.219 2.470 1.588
N -1.630 1.211 1.527
H -0.846 4.644 2.614
```



What did the fifth record say?
Computed, not measured: a structure of composition C19H27CeN5O3, with wB97M-V/def2-TZVPD.

Summary:
* E: -1713.28442 hartree
* HOMO (alpha / beta): -19.4 / -19.4 eV
* Kohn-Sham gap (alpha / beta): 3.028 / 3.058 eV
* LUMO level (alpha / beta): -0.603 / -0.602 Ha
* F_max: 4.74 eV Å⁻¹
* charge: +4

```
55
C19H27CeN5O3 wB97M-V/def2-TZVPD
H 4.150 -3.161 1.054
H -0.255 -3.667 2.454
H 0.246 -0.897 -5.411
H -1.490 -1.389 -5.247
H -0.539 -1.915 2.236
H 4.569 -2.671 -0.626
C -1.128 -1.972 -0.193
N 1.475 -2.609 1.863
C -0.527 -0.842 -3.494
C -4.362 -0.510 2.748
H 2.364 -0.610 -1.510
H 4.095 -0.464 -1.110
C 1.748 -1.708 0.856
H -0.177 -2.504 -4.688
H 3.182 4.371 0.007
C -3.025 1.783 -2.486
C 0.173 -2.662 2.563
H -4.445 0.298 3.494
N -2.509 0.178 1.082
H 2.863 0.468 -0.216
N 2.986 -1.584 0.262
H 1.795 5.275 0.741
C 0.093 0.504 2.211
H 2.679 -4.330 1.545
H -5.288 -0.581 2.151
O 0.837 -0.893 0.427
C 2.378 4.337 0.761
C -3.666 1.938 -1.243
O -0.845 -3.095 -0.107
C -3.283 -0.183 1.854
H 5.053 -1.636 0.745
C 1.510 3.256 0.439
N -0.532 -0.294 -2.477
C -0.484 -1.452 -4.798
H 2.797 4.170 1.767
C -1.911 2.586 -2.810
H -3.424 1.077 -3.229
H -1.447 2.500 -3.803
C -3.195 2.896 -0.320
H -3.731 3.052 0.627
C -2.082 3.697 -0.641
H 0.355 -2.566 3.641
O 0.786 0.175 3.079
N 0.782 2.388 0.104
C 3.082 -0.488 -0.696
H 3.290 -3.164 2.800
C 2.389 -3.621 2.347
H -1.747 4.480 0.052
H 1.839 -4.176 3.128
H -4.142 -1.472 3.236
H -4.566 1.353 -1.009
Ce -0.913 0.898 -0.493
C 4.242 -2.315 0.382
H -0.608 4.208 -2.159
C -1.440 3.543 -1.889
```



- Among the records above, which one has the lowest F_max?
  C19H27Cl2N3STi